Record 1
The following is a DFT calculation (the ωB97M-V functional and the def2-TZVPD basis) of 11 unconnected molecules or ions with the total composition C36H60O33.

Computed properties:
SMILES string = C[C@H]1COC(=O)O1.C[C@H]1COC(=O)O1.CCOC(=O)OC.COC(=O)OC.COC(=O)OC.COC(=O)OC.COC(=O)OC.O=C1OCCO1.O=C1OCCO1.O=C1OCCO1.O=C1OCCO1
gap between HOMO and LUMO = 10.57 eV
DFT total energy = -3890.7822 hartree
LUMO energy = 0.22 eV

Cartesian coordinates (Å):
C (21.97, -4.56, 0.83)
C (22.92, -5.52, 1.60)
O (22.08, -6.62, 1.94)
C (20.86, -6.50, 1.35)
O (20.01, -7.32, 1.39)
O (20.79, -5.33, 0.68)
H (22.42, -4.26, -0.11)
H (21.77, -3.69, 1.45)
H (23.24, -5.00, 2.50)
H (23.76, -5.89, 1.03)
C (18.91, -12.21, 0.54)
C (18.44, -13.31, 1.53)
O (18.33, -12.59, 2.75)
C (18.46, -11.26, 2.53)
O (18.22, -10.45, 3.35)
O (18.99, -11.02, 1.31)
H (18.22, -12.10, -0.30)
H (19.87, -12.42, 0.06)
H (19.19, -14.09, 1.62)
H (17.47, -13.63, 1.14)
C (10.04, -8.24, 1.39)
C (10.89, -8.19, 2.66)
O (10.74, -9.53, 3.18)
C (9.56, -10.03, 2.72)
O (8.98, -10.93, 3.21)
O (9.18, -9.36, 1.60)
H (10.65, -8.42, 0.51)
H (9.44, -7.34, 1.27)
H (10.54, -7.51, 3.44)
H (11.94, -7.97, 2.49)
C (15.52, -8.40, 2.44)
C (16.74, -7.50, 2.56)
O (16.63, -6.72, 1.35)
C (15.33, -6.66, 0.99)
O (14.88, -5.93, 0.16)
O (14.62, -7.53, 1.73)
H (15.03, -8.63, 3.38)
H (15.71, -9.31, 1.89)
H (17.72, -7.96, 2.57)
H (16.64, -6.83, 3.43)
C (12.29, -3.28, 0.57)
C (12.52, -2.90, 2.01)
C (12.07, -3.94, 3.06)
O (13.28, -4.37, 3.68)
C (14.35, -3.79, 3.09)
O (15.46, -4.08, 3.40)
O (13.96, -2.87, 2.21)
H (12.73, -4.25, 0.36)
H (12.83, -2.57, -0.06)
H (11.22, -3.30, 0.34)
H (12.13, -1.91, 2.25)
H (11.50, -4.77, 2.64)
H (11.49, -3.47, 3.86)
C (16.23, -2.88, 0.15)
C (17.53, -2.43, -0.50)
C (18.55, -3.59, -0.55)
O (18.87, -3.72, -1.94)
C (18.12, -2.88, -2.68)
O (18.19, -2.77, -3.86)
O (17.28, -2.18, -1.89)
H (15.70, -3.51, -0.57)
H (15.59, -2.02, 0.28)
H (16.38, -3.50, 1.03)
H (17.94, -1.53, -0.04)
H (18.14, -4.55, -0.23)
H (19.47, -3.38, -0.01)
C (20.49, 0.12, 2.66)
O (19.62, -0.92, 2.18)
C (19.69, -2.08, 2.82)
O (20.51, -2.40, 3.65)
O (18.71, -2.86, 2.37)
C (18.56, -4.12, 3.02)
H (21.54, -0.18, 2.63)
H (20.25, 0.32, 3.71)
H (20.30, 0.94, 1.99)
H (18.61, -4.08, 4.10)
H (19.31, -4.82, 2.64)
H (17.61, -4.53, 2.70)
C (13.50, -10.12, 5.99)
O (13.32, -11.49, 6.30)
C (14.00, -12.02, 7.31)
O (14.86, -11.49, 7.95)
O (13.63, -13.28, 7.54)
C (12.59, -13.89, 6.78)
H (14.49, -9.97, 5.55)
H (13.44, -9.50, 6.88)
H (12.79, -9.82, 5.22)
H (12.28, -14.78, 7.32)
H (13.01, -14.26, 5.85)
H (11.76, -13.22, 6.58)
C (14.94, -6.51, 5.87)
O (14.99, -7.20, 7.12)
C (15.96, -8.09, 7.34)
O (16.12, -8.67, 8.37)
O (16.74, -8.25, 6.25)
C (17.88, -9.08, 6.43)
H (14.56, -7.15, 5.08)
H (15.86, -6.02, 5.58)
H (14.25, -5.69, 6.04)
H (17.56, -10.12, 6.54)
H (18.47, -8.81, 7.31)
H (18.56, -8.87, 5.61)
C (13.92, -11.03, 0.59)
O (13.99, -12.29, 1.26)
C (14.54, -12.35, 2.48)
O (14.83, -11.42, 3.19)
O (14.77, -13.63, 2.72)
C (15.51, -13.98, 3.90)
H (13.20, -10.37, 1.07)
H (13.50, -11.30, -0.38)
H (14.91, -10.63, 0.38)
H (15.65, -15.05, 3.86)
H (15.02, -13.67, 4.82)
H (16.44, -13.42, 3.87)
C (18.33, -8.60, -0.99)
C (17.30, -8.57, -2.07)
O (16.35, -9.63, -1.80)
C (15.58, -10.02, -2.81)
O (15.44, -9.44, -3.85)
O (14.96, -11.15, -2.45)
C (14.22, -11.84, -3.47)
H (19.15, -7.89, -1.17)
H (18.93, -9.51, -0.89)
H (17.88, -8.42, -0.02)
H (17.68, -8.67, -3.09)
H (16.72, -7.65, -2.02)
H (14.79, -12.70, -3.80)
H (14.02, -11.17, -4.30)
H (13.28, -12.14, -3.00)

=====

Record 2
The following is a DFT calculation (the ωB97M-V functional and the def2-TZVPD basis) of a molecular structure, C3H6S.

Computed properties:
gap between HOMO and LUMO = 9.15 eV
DFT total energy = -515.8925 hartree
LUMO energy = 0.20 eV

Cartesian coordinates (Å):
C (0.01, 0.47, 0.28)
C (-0.69, -0.21, -0.78)
C (-0.09, -0.92, 0.32)
H (1.28, 2.48, 0.52)
H (-0.28, 0.66, 1.41)
H (-1.79, -0.30, -1.13)
H (-0.07, 0.07, -1.68)
H (-0.74, -1.42, 0.78)
H (0.75, -1.56, 0.02)
S (1.61, 0.73, 0.26)

=====

Record 3
The following is a DFT calculation (the ωB97M-V functional and the def2-TZVPD basis) of a molecular structure, C5H12N3.

Computed properties:
gap between HOMO and LUMO = 11.10 eV
DFT total energy = -361.7113 hartree
net charge = +1
LUMO energy = -2.59 eV

Cartesian coordinates (Å):
N (0.37, 1.50, 0.66)
C (1.27, -0.45, 1.85)
C (0.41, 0.81, 1.96)
H (-0.20, 2.35, 0.73)
H (1.32, 1.81, 0.41)
H (0.86, -1.11, 1.07)
H (1.28, -0.99, 2.80)
H (2.30, -0.18, 1.58)
H (-0.63, 0.53, 2.22)
H (0.80, 1.44, 2.78)
C (-0.48, -1.47, -2.30)
C (0.36, -0.84, -1.42)
C (-1.64, 0.13, -1.30)
N (-1.70, -0.85, -2.20)
N (-0.39, 0.14, -0.82)
H (-0.30, -2.31, -2.98)
H (1.41, -1.00, -1.18)
H (-2.45, 0.79, -1.00)
H (-2.55, -1.10, -2.73)
H (-0.05, 0.81, -0.10)

=====

Record 4
The following is a DFT calculation (the ωB97M-V functional and the def2-TZVPD basis) of a molecular structure, C22H25F2N5O3Si2.

Computed properties:
gap between HOMO and LUMO = 10.18 eV
DFT total energy = -2131.6206 hartree
LUMO energy = 0.59 eV

Cartesian coordinates (Å):
O (-0.50, 2.00, -0.67)
C (-0.68, 3.06, -1.22)
F (-1.04, 3.10, -2.48)
N (-0.58, 4.29, -0.54)
Si (-2.12, 4.79, 0.25)
O (-2.92, 5.84, -0.77)
Si (-4.28, 5.24, -1.59)
C (0.04, 5.30, -1.29)
O (0.03, 5.48, -2.46)
F (0.71, 6.09, -0.47)
H (-1.76, 5.55, 1.45)
H (-2.85, 3.58, 0.59)
H (-4.14, 5.55, -3.02)
H (-4.38, 3.77, -1.44)
H (-5.47, 5.89, -1.01)
N (2.62, -1.96, 0.94)
C (1.83, -0.91, 0.72)
C (1.15, -0.69, -0.47)
C (1.31, -1.62, -1.49)
C (2.13, -2.71, -1.28)
C (2.76, -2.84, -0.05)
H (1.75, -0.20, 1.54)
H (0.52, 0.18, -0.60)
H (0.80, -1.49, -2.44)
H (2.27, -3.46, -2.05)
H (3.40, -3.68, 0.16)
N (-1.32, -4.66, 2.50)
C (-0.24, -4.47, 1.75)
C (0.18, -5.36, 0.77)
C (-0.57, -6.51, 0.57)
C (-1.69, -6.72, 1.34)
C (-2.03, -5.77, 2.29)
H (0.32, -3.56, 1.94)
H (1.06, -5.16, 0.19)
H (-0.27, -7.23, -0.19)
H (-2.30, -7.61, 1.21)
H (-2.90, -5.89, 2.92)
N (-4.01, 3.05, 2.93)
C (-5.02, 2.20, 3.14)
C (-5.06, 1.31, 4.20)
C (-4.00, 1.29, 5.09)
C (-2.94, 2.16, 4.88)
C (-3.00, 3.02, 3.79)
H (-5.83, 2.25, 2.42)
H (-5.91, 0.65, 4.33)
H (-3.99, 0.61, 5.93)
H (-2.09, 2.18, 5.55)
H (-2.19, 3.72, 3.59)
N (4.97, -0.15, -4.97)
C (4.34, -0.55, -3.87)
C (4.96, -1.18, -2.80)
C (6.32, -1.41, -2.88)
C (7.00, -1.01, -4.02)
C (6.28, -0.39, -5.03)
H (3.27, -0.35, -3.84)
H (4.39, -1.47, -1.93)
H (6.85, -1.90, -2.07)
H (8.06, -1.18, -4.13)
H (6.77, -0.06, -5.94)

=====

Record 5
The following is a DFT calculation (the ωB97M-V functional and the def2-TZVPD basis) of a molecular structure, C41H24ClIrN8O3.

Computed properties:
gap between HOMO and LUMO = 5.06 eV
DFT total energy = -2805.2946 hartree
LUMO energy = -1.56 eV

Cartesian coordinates (Å):
Ir (-0.45, -0.27, -1.00)
C (0.88, 6.14, -0.40)
C (-0.49, 6.30, -0.65)
C (-1.31, 5.20, -0.89)
C (-0.72, 3.95, -0.87)
C (-1.26, 2.61, -1.06)
N (-0.25, 1.72, -0.92)
C (0.93, 2.37, -0.66)
N (2.12, 1.84, -0.49)
C (2.39, 0.55, -0.53)
C (3.71, -0.02, -0.33)
C (4.94, 0.58, -0.08)
C (6.03, -0.26, 0.09)
C (5.90, -1.65, 0.00)
C (4.68, -2.24, -0.24)
C (3.58, -1.40, -0.41)
C (2.17, -1.67, -0.67)
N (1.65, -2.88, -0.79)
C (0.38, -3.14, -1.03)
N (-0.64, -2.24, -1.19)
C (-1.81, -2.90, -1.40)
N (-3.01, -2.36, -1.59)
C (-3.26, -1.07, -1.61)
N (-2.38, -0.04, -1.42)
C (-3.03, 1.15, -1.50)
N (-2.53, 2.36, -1.34)
C (-4.44, 0.89, -1.78)
C (-5.52, 1.73, -1.96)
C (-6.75, 1.15, -2.21)
C (-6.90, -0.24, -2.28)
C (-5.82, -1.08, -2.10)
C (-4.58, -0.50, -1.85)
C (-1.54, -4.33, -1.39)
C (-2.37, -5.43, -1.56)
C (-1.79, -6.68, -1.49)
C (-0.42, -6.83, -1.25)
C (0.41, -5.74, -1.08)
C (-0.17, -4.48, -1.15)
N (1.52, -0.48, -0.75)
C (0.65, 3.80, -0.62)
C (1.47, 4.89, -0.39)
H (1.48, 7.02, -0.22)
H (-0.92, 7.29, -0.66)
H (-2.37, 5.31, -1.08)
H (5.03, 1.66, 0.00)
H (7.01, 0.17, 0.29)
H (6.78, -2.27, 0.14)
H (4.56, -3.32, -0.31)
H (-5.40, 2.81, -1.90)
H (-7.62, 1.78, -2.35)
H (-7.88, -0.66, -2.47)
H (-5.92, -2.16, -2.15)
H (-3.43, -5.30, -1.74)
H (-2.41, -7.56, -1.61)
H (0.00, -7.83, -1.20)
H (1.47, -5.85, -0.90)
H (2.52, 4.76, -0.19)
C (2.83, -1.15, 3.22)
C (2.44, 0.30, 3.10)
C (3.38, 1.29, 2.87)
C (2.99, 2.61, 2.71)
Cl (4.21, 3.82, 2.42)
C (1.66, 2.96, 2.75)
C (0.70, 1.98, 2.98)
C (1.09, 0.67, 3.17)
O (0.22, -0.35, 3.46)
C (-1.13, -0.13, 3.17)
C (-1.41, 0.14, 1.69)
O (-2.37, 0.78, 1.33)
O (-0.50, -0.44, 0.95)
H (3.90, -1.27, 3.05)
H (2.28, -1.76, 2.50)
H (2.59, -1.54, 4.21)
H (4.43, 1.02, 2.81)
H (1.36, 3.99, 2.60)
H (-0.34, 2.27, 3.01)
H (-1.56, 0.70, 3.75)
H (-1.66, -1.04, 3.45)

=====

Record 6
The following is a DFT calculation (the ωB97M-V functional and the def2-TZVPD basis) of a gas-phase ion, C6H12N (charge +1).

Computed properties:
SMILES string = C=C[N+]1(CC)CC1
gap between HOMO and LUMO = 12.13 eV
DFT total energy = -290.2188 hartree
net charge = +1
LUMO energy = -3.09 eV

Cartesian coordinates (Å):
C (1.92, -1.32, -0.19)
C (1.24, -0.57, 0.64)
C (0.83, 1.58, -0.47)
C (-0.10, 1.54, 0.68)
C (-1.88, -1.12, 0.23)
C (-0.98, -0.24, -0.62)
N (0.21, 0.33, -0.02)
H (2.70, -1.97, 0.03)
H (1.75, -1.06, -1.18)
H (1.38, -0.42, 1.72)
H (0.54, 2.04, -1.43)
H (1.88, 1.54, -0.16)
H (0.40, 1.81, 1.70)
H (-1.07, 2.06, 0.47)
H (-2.71, -1.47, -0.42)
H (-1.27, -1.92, 0.56)
H (-2.54, -0.57, 0.97)
H (-1.63, 0.56, -0.99)
H (-0.63, -0.82, -1.50)